# 1
{
  "formula": "C3H10OSi",
  "method": "ωB97M-V/def2-TZVPD",
  "elements": ["H", "O", "H", "C", "H", "Si", "C", "H", "C", "H", "H", "H", "H", "H", "H"],
  "coordinates": [[1.22, -1.89, 1.14], [-0.96, -0.76, -0.41], [1.35, 1.64, -1.16], [-2.30, -0.33, -0.47], [-2.81, -1.02, 0.23], [0.34, -0.09, 0.10], [1.41, -1.70, 0.14], [-2.60, -0.33, -1.51], [0.59, 1.72, -0.39], [2.43, -1.42, 0.00], [0.99, -2.59, -0.51], [-2.36, 0.68, -0.16], [0.14, -0.09, 3.05], [0.93, 2.40, 0.42], [-0.35, 2.05, -0.69]],
  "lowdin_charge": [-0.058, -0.318, 0.028, -0.098, 0.116, 0.554, -0.175, 0.086, -0.165, -0.002, 0.085, 0.060, -0.157, 0.050, -0.006],
  "relative_energy_kcal_mol": 91.78,
  "e_tot_ha": -484.89608,
  "charge": 0,
  "homo_energy_ev": [-7.00, -7.00],
  "homo_lumo_gap_ev": [7.31, 7.32]
}


# 2
{
  "formula": "C3H10PS3",
  "method": "ωB97M-V/def2-TZVPD",
  "elements": ["C", "S", "P", "H", "H", "H", "H", "H", "H", "S", "C", "H", "H", "H", "S", "H", "C"],
  "coordinates": [[-0.85, -1.22, 0.45], [3.26, -1.79, 0.48], [1.66, -0.54, 0.14], [-0.65, 1.52, -0.52], [-0.57, -1.03, 1.48], [-0.84, -2.23, 0.02], [3.62, -1.19, 1.66], [0.90, 0.80, -1.56], [-1.96, 1.53, 0.88], [2.02, 1.18, 1.25], [-1.70, -0.31, -0.35], [-2.74, -0.62, -0.24], [1.11, 1.73, 0.37], [-2.28, 1.76, -0.83], [1.79, -0.18, -1.90], [-1.14, -0.68, -1.23], [-1.64, 1.26, -0.11]],
  "lowdin_charge": [-0.152, 0.473, -0.031, 0.010, 0.053, 0.083, -0.116, -0.177, 0.082, 0.504, -0.310, 0.117, -0.165, 0.080, 0.534, 0.083, -0.068],
  "relative_energy_kcal_mol": 6.70,
  "s2": 2.01,
  "e_tot_ha": -1655.80432,
  "multiplicity": 3,
  "charge": 1,
  "homo_energy_ev": [-11.03, -14.64],
  "homo_lumo_gap_ev": [6.54, 6.94]
}


# 3
{
  "formula": "C3H10S2",
  "method": "ωB97M-V/def2-TZVPD",
  "elements": ["H", "C", "C", "H", "H", "H", "H", "S", "H", "H", "H", "H", "H", "S", "C"],
  "coordinates": [[-1.23, -1.44, -0.96], [1.70, 1.77, -0.29], [-2.02, -1.51, -0.16], [1.01, -0.12, 1.50], [1.60, -1.81, 0.90], [-1.79, -2.22, 0.70], [2.66, -0.43, 1.39], [1.84, 0.02, -0.86], [-2.88, -1.91, -0.74], [-2.85, -0.09, 1.72], [2.68, 2.36, -0.19], [1.19, 1.71, 0.61], [1.03, 2.09, -1.06], [-2.45, 0.28, 0.43], [1.73, -0.75, 0.95]],
  "lowdin_charge": [-0.030, -0.453, -0.590, 0.009, -0.015, -0.019, -0.006, 0.473, -0.029, -0.198, 0.052, -0.032, -0.009, 0.225, -0.380],
  "relative_energy_kcal_mol": 58.16,
  "s2": 0.75,
  "e_tot_ha": -916.57326,
  "multiplicity": 2,
  "charge": -1,
  "homo_energy_ev": [1.05, -5.23],
  "homo_lumo_gap_ev": [2.16, 8.59]
}


# 4
{
  "formula": "C3H10S2",
  "method": "ωB97M-V/def2-TZVPD",
  "elements": ["H", "H", "S", "H", "C", "C", "H", "H", "H", "S", "C", "H", "H", "H", "H"],
  "coordinates": [[-2.28, 1.21, 2.59], [-0.60, 1.20, 1.82], [0.50, -2.28, -0.91], [2.48, -3.56, -1.55], [-1.66, 0.95, 1.75], [2.19, -2.85, -0.78], [-1.71, -0.14, 1.70], [2.44, -3.33, 0.16], [-0.75, 3.49, -0.15], [-2.36, 1.71, 0.24], [-0.89, 2.49, -0.54], [0.02, 1.96, -0.23], [2.90, -2.03, -0.82], [0.73, -1.23, -1.69], [-1.00, 2.40, -1.60]],
  "lowdin_charge": [0.017, 0.027, 0.629, 0.023, -0.421, -0.533, 0.020, 0.024, 0.024, 0.705, -0.419, 0.025, 0.027, -0.167, 0.017],
  "smiles": "CSC.CS",
  "relative_energy_kcal_mol": 16.12,
  "e_tot_ha": -916.63826,
  "charge": 0,
  "homo_energy_ev": -8.38,
  "homo_lumo_gap_ev": 9.22
}


# 5
{
  "formula": "C3H10S2",
  "method": "ωB97M-V/def2-TZVPD",
  "elements": ["H", "C", "H", "H", "C", "C", "H", "H", "H", "H", "H", "H", "S", "S", "H"],
  "coordinates": [[-0.49, 2.38, -0.68], [0.20, -1.40, 2.53], [1.13, -1.27, 1.99], [-0.38, -0.96, -1.67], [-0.39, 1.98, -1.70], [0.62, -0.58, -1.51], [-1.34, 1.47, -1.91], [0.80, -0.74, -0.44], [-0.45, 2.80, -2.42], [1.38, -1.23, -1.95], [-0.38, -2.26, 2.26], [0.42, -1.46, 3.60], [1.10, 1.09, -1.93], [-0.71, 0.24, 2.44], [-1.50, -0.06, 1.40]],
  "lowdin_charge": [0.029, -0.442, 0.007, 0.045, -0.486, -0.446, 0.042, 0.000, 0.028, 0.026, 0.023, 0.012, 0.755, 0.592, -0.184],
  "smiles": "CSC.CS",
  "relative_energy_kcal_mol": 18.19,
  "e_tot_ha": -916.63496,
  "charge": 0,
  "homo_energy_ev": -8.39,
  "homo_lumo_gap_ev": 9.19
}


# 6
{
  "formula": "C3H10S4",
  "method": "ωB97M-V/def2-TZVPD",
  "elements": ["S", "C", "H", "H", "H", "S", "H", "S", "H", "H", "S", "H", "H", "H", "C", "H", "C"],
  "coordinates": [[-1.32, 2.08, -1.33], [0.81, 0.70, 2.44], [0.19, -3.57, 1.69], [0.18, 0.65, 3.33], [-1.82, 0.89, -0.97], [0.11, 1.28, -2.65], [1.83, 1.76, -0.99], [-0.78, -1.46, 1.12], [0.37, 1.33, 1.67], [-0.10, -3.45, -0.05], [1.15, -0.97, 1.82], [1.08, 0.17, -0.75], [-1.47, -3.73, 1.00], [1.79, 1.08, 2.70], [1.46, 0.87, -1.49], [2.26, 0.46, -2.11], [-0.51, -3.23, 0.94]],
  "lowdin_charge": [0.283, -0.466, 0.017, 0.029, -0.223, 0.352, 0.030, 0.437, 0.013, 0.029, 0.440, -0.041, 0.028, 0.028, -0.487, 0.028, -0.498],
  "smiles": "CSSC.CSS",
  "relative_energy_kcal_mol": 7.15,
  "e_tot_ha": -1713.03347,
  "charge": 0,
  "homo_energy_ev": -8.13,
  "homo_lumo_gap_ev": 8.54
}